Entry 1:
DFT (ωB97M-V with the def2-TZVPD basis set) results for an isolated ion of composition C18H17O and charge +1.

Geometry (Å):
C (1.91784, 4.94392, -1.75248)
C (1.06122, 4.03512, -0.96069)
C (1.25481, 4.01710, 0.41205)
C (0.48804, 3.12633, 1.17351)
C (-0.40002, 2.22629, 0.56409)
C (-0.95872, 1.02014, 1.34321)
C (-2.46506, 0.79670, 1.34711)
C (-2.98602, 0.12772, 2.42733)
C (-4.17093, -0.57662, 2.32508)
C (-4.82351, -0.61041, 1.09055)
C (-4.40141, 0.19571, 0.02878)
C (-3.23799, 0.96236, 0.20165)
C (-0.57365, 2.28695, -0.82609)
C (0.13666, 3.21961, -1.61189)
H (1.66463, 4.96766, -2.80364)
H (1.95552, 5.98466, -1.43354)
H (2.96129, 4.63841, -1.72687)
H (1.96881, 4.68675, 0.89241)
H (0.55839, 3.13614, 2.25191)
H (-0.48485, 0.97192, 2.36841)
H (-2.45157, 0.18034, 3.34003)
H (-4.55388, -1.08266, 3.19785)
H (-5.73418, -1.21434, 0.98903)
H (-4.97678, 0.22738, -0.90752)
H (-3.02026, 1.67186, -0.58393)
H (-1.27453, 1.64668, -1.34654)
H (-0.03546, 3.29028, -2.68672)
C (-0.11135, -0.36759, 0.89349)
C (1.35872, -0.42440, 1.07087)
C (1.67016, -1.45293, 1.91564)
C (0.48159, -2.12159, 2.25136)
O (-0.56572, -1.50755, 1.68892)
H (-0.51080, -0.35606, -0.17251)
H (1.98628, 0.31375, 0.66855)
H (2.64839, -1.72907, 2.25669)
H (0.32884, -3.06176, 2.74267)

Properties
* ΔE to the lowest compared entry with this formula, charge and spin: 3.4 kcal/mol
* net charge: +1
* HOMO level: -11.96 eV
* electronic energy: -771.01702 Ha
* LUMO energy: -5.73 eV

---

Entry 2:
DFT (ωB97M-V with the def2-TZVPD basis set) results for a 2-piece molecular cluster, C3H5NO2 overall.

Geometry (Å):
N (1.28553, 0.66056, 0.44610)
C (1.91090, 0.16302, -0.43934)
O (-0.35149, -0.69354, -1.08575)
C (-0.92715, -1.02664, 0.15090)
C (-1.13100, 0.40004, -0.05089)
O (-0.54848, 1.26730, 0.72613)
H (1.70175, 0.91742, 1.30146)
H (1.91644, 0.25413, -1.49847)
H (-0.18445, -1.35224, 0.91545)
H (-1.82717, -1.61354, 0.13462)
H (-1.84487, 1.02349, -0.60021)

Properties
* ΔE to the lowest compared entry with this formula, charge and spin: 172.6 kcal/mol
* net charge: 0
* HOMO level (alpha / beta): -8.60 / -8.60 eV
* electronic energy: -322.29929 Ha
* LUMO energy (alpha / beta): -0.75 / -0.75 eV